1.
A molecular structure, C32H21F6N6O7PbS3. Source: OMol25; level of theory: ωB97M-V with the def2-TZVPD basis set.

Summary:
HOMO (eV): -6.414
Electronic energy (eV): -110860.5794
Frontier orbital gap (eV): 8.4
Net charge: -1
ΔE to the lowest compared entry with this formula, charge and spin (kJ/mol): 13.4

Each line ends with the Löwdin charge.
Atoms and positions in Å:
Pb  2.51661  0.65112  0.12221  1.401
F  1.17921  0.97625  5.32067  0.131
C  2.46867  0.69991  5.10039  -0.685
F  3.13469  0.85182  6.24292  0.140
F  2.56873  -0.56654  4.70628  0.144
S  3.09351  1.85230  3.80799  0.584
O  2.27956  1.54379  2.64788  -0.430
O  2.94898  3.16192  4.36670  -0.264
N  4.56729  1.32720  3.73869  -0.286
S  5.56069  1.45498  2.53435  0.572
O  4.92307  1.51871  1.24167  -0.403
O  6.66746  0.57392  2.71996  -0.261
C  6.27222  3.14375  2.73595  -0.677
F  5.32698  4.07360  2.59104  0.131
F  7.21240  3.34817  1.81019  0.135
F  6.82633  3.28477  3.93988  0.137
C  1.82758  -0.05413  -4.50787  -0.040
C  1.52080  1.21760  -4.96711  -0.054
C  1.62539  2.30276  -4.11521  -0.009
C  2.03214  2.10670  -2.79574  -0.223
N  2.29922  0.86543  -2.36555  -0.024
C  2.21441  -0.18157  -3.18783  -0.124
C  2.19761  3.20168  -1.79914  -0.208
C  2.08313  4.53549  -2.19600  -0.050
C  2.24845  5.55739  -1.27670  -0.094
C  2.53273  5.24959  0.04559  -0.082
C  2.64819  3.92214  0.43811  -0.119
C  2.48567  2.87517  -0.46487  -0.246
H  1.75166  -0.93126  -5.13386  0.111
H  1.19413  1.36653  -5.98876  0.107
H  1.37948  3.29158  -4.47131  0.099
H  2.44680  -1.14803  -2.75679  0.086
H  1.87475  4.79434  -3.22631  0.093
H  2.16069  6.58888  -1.59435  0.096
H  2.66862  6.04122  0.77287  0.102
H  2.86999  3.71056  1.47599  0.066
O  -2.56996  -2.93884  -0.98470  -0.016
C  -1.40974  -3.31373  -1.19168  -0.511
N  -0.43496  -2.62122  -1.79081  -0.053
S  0.92692  -3.45678  -1.92394  0.599
O  1.22099  -3.80233  -3.29490  -0.323
O  1.99728  -2.80151  -1.20210  -0.360
C  0.37440  -4.90073  -1.05382  -0.217
C  1.03433  -6.06664  -0.72489  -0.038
C  0.31096  -7.03318  -0.03534  -0.082
C  -1.02432  -6.82241  0.30063  -0.078
C  -1.66854  -5.63991  -0.04310  -0.011
C  -0.94643  -4.67969  -0.72677  -0.135
H  2.07236  -6.21888  -0.98830  0.118
H  0.79204  -7.96089  0.24757  0.099
H  -1.56261  -7.59123  0.84054  0.099
H  -2.70360  -5.45554  0.21306  0.115
N  -4.51760  -0.93751  -0.19103  0.184
C  -5.86110  -1.01534  0.07932  -0.187
C  -6.80848  -2.00936  -0.15118  -0.021
C  -8.10200  -1.74213  0.25101  -0.110
C  -8.44545  -0.52373  0.86156  -0.111
C  -7.50164  0.45731  1.08902  -0.029
C  -6.18735  0.20443  0.69527  -0.234
N  -5.05809  0.99625  0.81027  0.174
C  -4.10422  0.27851  0.27787  -0.280
C  -2.68389  0.64366  0.17901  -0.117
C  -1.91432  0.10879  -0.84478  0.009
C  -0.54919  0.29940  -0.81280  -0.128
N  0.05714  1.00339  0.14181  -0.054
C  -0.68833  1.59676  1.07924  -0.099
C  -2.06062  1.44016  1.13543  0.015
H  -3.89115  -1.67857  -0.51839  0.112
H  -6.54159  -2.94551  -0.62336  0.109
H  -8.87103  -2.48729  0.09164  0.093
H  -9.47295  -0.35667  1.15874  0.091
H  -7.75962  1.39687  1.55958  0.105
H  -2.33847  -0.50817  -1.62206  0.112
H  0.06962  -0.18659  -1.55347  0.075
H  -0.14918  2.17051  1.82317  0.111
H  -2.63741  1.89060  1.93077  0.116

***

2.
A molecular structure, C16H34BMgNP2 in a non-equilibrium geometry. Source: OMol25; level of theory: ωB97M-V with the def2-TZVPD basis set.

Summary:
HOMO (spin up / spin down) (eV): -6.223 / -6.219
Electronic energy (eV): -43324.9015
Frontier orbital gap (spin up / spin down) (eV): 5.3 / 5.3
ΔE to the lowest compared entry with this formula, charge and spin (kJ/mol): 388.1

Each line ends with the Löwdin charge.
Atoms and positions in Å:
P  0.92131  1.71018  1.03657  0.899
P  -0.79054  0.41223  -1.69811  0.894
C  0.89685  2.55287  -0.64403  -0.374
C  -0.40148  2.22445  -1.34286  -0.412
H  1.82356  2.28606  -1.16631  0.069
H  1.01055  3.62274  -0.40680  0.085
H  -1.23940  2.60055  -0.74248  0.060
H  -0.36337  2.66050  -2.33216  0.070
C  0.52485  0.28461  -3.01756  -0.259
H  0.34815  -0.62969  -3.59215  0.060
H  1.59081  0.33413  -2.78379  0.044
H  0.29045  1.13393  -3.67657  0.040
C  -2.13367  0.60934  -2.97227  -0.312
H  -1.54357  0.81741  -3.83676  0.031
H  -2.81515  1.45409  -2.70967  0.052
H  -2.65976  -0.36090  -3.11334  0.039
C  2.60944  2.17683  1.53782  -0.215
H  2.80843  1.90852  2.57575  0.047
H  2.65212  3.26000  1.45751  0.046
H  3.34811  1.69033  0.90402  0.045
C  -0.04780  2.91036  2.00785  -0.218
H  -0.94022  3.18970  1.42458  0.043
H  0.65411  3.73927  2.16316  0.041
H  -0.30721  2.46375  2.97302  0.042
Mg  -3.30499  0.32496  -0.91150  0.682
C  1.41845  -1.21844  -0.48812  -0.154
C  2.37463  -0.28843  -0.23625  -0.197
C  3.50088  -0.94340  0.52959  -0.187
C  3.18345  -1.17220  2.00323  -0.240
C  2.16797  -0.35646  2.67695  -0.169
C  0.79990  0.01762  2.28512  -0.349
C  -0.14025  -0.99910  1.58376  -0.223
C  0.54307  -1.88922  0.55345  -0.183
C  -3.85139  -0.09868  1.05816  -0.232
H  1.20497  -1.48763  -1.51507  0.078
H  2.56073  0.58231  -0.85923  0.057
H  4.42883  -0.39116  0.35933  0.110
H  3.58349  -1.95555  0.10068  0.111
H  3.02271  -2.23527  2.15621  0.098
H  4.13167  -0.93272  2.50404  0.108
H  2.55075  0.15386  3.59401  0.091
H  0.17192  0.46593  3.09225  0.102
H  -0.96240  -0.46544  1.07520  0.043
H  -0.65375  -1.61471  2.34893  0.124
H  1.12309  -2.62242  1.11769  0.107
H  -0.25020  -2.45334  0.02775  0.116
H  -4.79097  -0.64143  0.84525  -0.026
H  -4.03901  0.81632  1.61272  -0.057
H  -3.21965  -0.74686  1.64353  -0.040
B  -3.69166  -4.33769  -1.55881  -0.431
C  -3.46045  -2.83080  -1.56404  -0.216
N  -3.41050  -1.66697  -1.45814  0.025
H  -4.83358  -4.49815  -1.08451  0.024
H  -2.84514  -4.84899  -0.83013  0.009
H  -3.54912  -4.71718  -2.70749  0.003

***

3.
4 unconnected molecules or ions with the total composition CH3F2N in a non-equilibrium geometry. Source: OMol25; level of theory: ωB97M-V with the def2-TZVPD basis set.

Summary:
HOMO (spin up / spin down) (eV): -10.672 / -10.675
Electronic energy (eV): -8004.2941
Frontier orbital gap (spin up / spin down) (eV): 8.4 / 8.4
ΔE to the lowest compared entry with this formula, charge and spin (kJ/mol): 611.7

Each line ends with the Löwdin charge.
Atoms and positions in Å:
C  -0.46438  0.01299  0.79576  -0.187
N  0.37782  -0.90019  0.37139  0.187
F  -1.33377  -0.27331  1.66506  0.119
F  0.42243  -2.82164  0.39329  -0.341
H  -0.61909  2.11257  1.90941  0.032
H  -0.15222  2.55735  1.33385  0.060
H  1.09088  -0.86160  -0.38055  0.130

***

Q: The lowest ΔE to the lowest compared entry with this formula, charge and spin belongs to which entry?
A: C32H21F6N6O7PbS3

***

Q: Which formula does entry 3 have?
A: CH3F2N

***

Q: Which value of ΔE to the lowest compared entry with this formula, charge and spin does entry 3 give?
A: 611.7 kJ/mol

***

Q: Among the records above, which one has the highest ΔE to the lowest compared entry with this formula, charge and spin?
A: CH3F2N